Entry 1:
Below is a cluster of 2 separate species, C2H3BrFNO2 in total, with properties calculated with wB97M-V/def2-TZVPD.

ORCA input file:
```
! wB97M-V def2-TZVPD RIJCOSX def2/J DEFGRID3
* xyz 0 1
O 0.078 -1.864 2.919
H 2.195 -0.220 -0.702
C 1.268 0.259 -0.716
C 0.880 0.677 0.490
O 2.015 -2.316 3.581
F -0.209 1.371 0.839
Br 2.015 0.669 2.047
H 2.370 -2.629 2.796
N 0.797 -1.892 3.835
H 0.798 0.607 -1.693
*
```

Output
LUMO level	0.586	eV
E_HOMO	-9.9	eV
SMILES string	C=C(F)Br.O=NO

From a Mulliken analysis of the wavefunction, the atomic charges in e read: O -0.334; H 0.276; C -0.548; C 0.404; O -0.288; F -0.218; Br -0.164; H 0.323; N 0.307; H 0.243

***

Entry 2:
Below is a structure of composition C3H4LiO3, with properties calculated with wB97M-V/def2-TZVPD.

ORCA input file:
```
! wB97M-V def2-TZVPD RIJCOSX def2/J DEFGRID3
* xyz 0 2
O 2.220 1.443 -0.736
O 2.638 -0.480 0.321
C -1.741 -0.641 -0.339
C 1.911 0.446 -0.068
O -1.425 1.405 0.864
H -0.819 -0.347 1.651
C -1.204 0.211 0.768
H -0.972 -1.357 -0.662
H -2.080 -0.029 -1.183
Li 4.052 0.583 -0.676
H -2.580 -1.234 0.059
*
```

Output
LUMO level (alpha / beta)	-0.728 / -1.120	eV
E_HOMO (alpha / beta)	-7.6 / -9.3	eV

From a Mulliken analysis of the wavefunction, the atomic charges in e read: O -0.750; O -0.754; C -0.813; C 0.665; O -0.480; H 0.332; C 0.124; H 0.272; H 0.279; Li 0.835; H 0.289

***

Entry 3:
Below is a cluster of 2 separate species, C8H14 in total, with properties calculated with wB97M-V/def2-TZVPD.

ORCA input file:
```
! wB97M-V def2-TZVPD RIJCOSX def2/J DEFGRID3
* xyz 0 1
H -0.977 2.542 -0.714
H -1.228 -1.808 -2.383
H -0.576 2.347 3.884
C 0.168 1.730 3.279
H 0.542 1.896 -1.345
C 0.361 1.853 0.796
H -1.574 -2.868 -0.136
H 1.602 -0.798 -2.671
H -0.149 -3.023 1.065
H 0.360 0.772 3.802
H -1.319 1.143 1.834
H -0.664 0.733 -0.676
C 0.218 -2.083 -0.800
C -0.215 -1.662 -2.142
C 0.553 -0.901 -2.956
H 1.243 -1.920 -0.501
H 1.429 2.193 0.773
C -0.315 1.541 1.893
H 0.230 -0.606 -3.949
H 1.087 2.324 3.310
C -0.225 1.746 -0.571
C -0.547 -2.711 0.117
*
```

Output
LUMO level	0.918	eV
E_HOMO	-8.8	eV
SMILES string	C/C=C/C.C=CC=C

From a Mulliken analysis of the wavefunction, the atomic charges in e read: H 0.313; H 0.313; H 0.281; C -1.135; H 0.291; C -0.036; H 0.252; H 0.250; H 0.279; H 0.261; H 0.318; H 0.127; C 0.042; C -0.070; C -0.788; H 0.246; H 0.226; C -0.075; H 0.278; H 0.310; C -0.858; C -0.825

***

In the order shown, the computed max |F| values come out to 5.100; 1.972; 2.229 eV/Å.
In the order shown, the computed ΔE to the lowest compared entry with this formula, charge and spin values come out to 26.94; 13.88; 53.62 kcal/mol.